(1)
Below is a structure of composition C12H24N6OPRe at a distorted geometry, with properties calculated with the ωB97M-V functional and the def2-TZVPD basis.

```
45
Properties=species:S:1:pos:R:3:forces:R:3
Re -0.0002 0.2034 0.2057 2.414 1.224 1.785
C -1.6892 -3.7538 -2.8127 0.017 0.216 -0.221
C -1.3314 -3.8024 -1.3142 -0.601 -1.282 -0.607
C -0.7469 -2.6320 -0.8010 0.869 1.254 0.680
N -0.2483 -1.6742 -0.3661 -1.414 -1.443 -0.574
H -2.1253 -4.7118 -3.0834 -0.003 -0.012 0.045
H -0.8115 -3.5913 -3.4323 0.066 -0.009 0.018
H -2.4176 -2.9750 -3.0188 -0.062 0.034 -0.001
H -0.6407 -4.6382 -1.1400 0.023 0.109 0.210
H -2.2430 -4.0118 -0.7382 0.156 0.058 0.168
C -2.1904 -0.9074 2.7165 -0.004 0.084 0.008
C -1.2317 0.0846 3.3700 0.242 -0.119 0.046
P 0.4519 0.0069 2.6594 -0.224 -0.045 -1.141
C 1.4615 1.4097 3.2885 -0.179 -0.228 -0.268
C 1.0916 1.7977 4.7193 0.067 0.098 0.124
C 1.3023 -1.5883 2.9762 -0.125 0.299 0.018
C 1.8405 -1.6642 4.4033 0.067 -0.165 0.069
H -3.1933 -0.7690 3.1245 0.059 0.004 -0.115
H -1.9011 -1.9382 2.9120 0.022 -0.062 -0.108
H -2.2547 -0.7490 1.6257 -0.085 -0.065 0.087
H -1.1640 -0.0989 4.4467 0.015 0.079 -0.041
H -1.5889 1.1105 3.2261 0.151 -0.068 0.114
H 1.3042 2.2603 2.6183 0.038 -0.134 0.007
H 2.5124 1.1137 3.2249 -0.064 -0.018 -0.109
H 0.0555 2.1142 4.7945 -0.081 0.030 0.053
H 1.7107 2.6425 5.0170 0.007 0.011 0.008
H 1.2737 0.9973 5.4312 -0.028 -0.069 0.026
H 2.1256 -1.6847 2.2609 -0.147 0.093 -0.053
H 0.5959 -2.3988 2.7838 -0.053 0.069 -0.076
H 2.6335 -0.9438 4.5783 0.039 0.124 0.033
H 2.2688 -2.6516 4.5658 -0.024 -0.036 0.011
H 1.0566 -1.5215 5.1399 -0.083 0.008 0.150
O -2.0295 3.8346 0.5981 0.149 -0.116 -0.044
C -1.3681 2.9035 0.5537 -1.405 1.845 0.063
N -0.6636 1.9201 0.5539 0.950 -2.182 -0.474
N 5.4292 2.0353 -1.3906 0.057 0.184 -0.060
C 5.0889 0.8722 -1.9190 0.093 -0.008 0.174
N 5.8583 0.2433 -2.7791 0.244 -0.031 -0.131
N 3.9346 0.2650 -1.5770 -0.506 0.095 0.000
C 2.8922 0.3228 -0.9471 0.530 -0.384 -0.336
N 1.8550 0.1602 -0.3764 -1.048 0.591 0.355
H 6.2843 2.5030 -1.6642 -0.066 -0.022 0.007
H 4.8116 2.5444 -0.7754 0.079 -0.150 -0.076
H 6.7526 0.6224 -3.0632 -0.068 -0.009 0.013
H 5.5930 -0.6468 -3.1825 -0.088 0.151 0.163
```
Positions in Å, forces in eV/Å.

Summary:
LUMO level (spin up / spin down) in Eh: -0.44018 / -0.42827
Energy in Eh: -1294.0590
Multiplicity: 2
Relative energy (zero: lowest compared OMol25 entry of this formula, charge and spin) in kJ/mol: 60.6
HOMO (spin up / spin down) in eV: -18.482 / -18.417
Net charge: +3

(2)
Below is a structure of composition C30H32ILiN3O3P2 at a distorted geometry, with properties calculated with the ωB97M-V functional and the def2-TZVPD basis.

```
72
Properties=species:S:1:pos:R:3:forces:R:3
Li -0.0032 0.3578 0.4227 -0.919 0.224 -0.916
O 1.6626 -0.0712 -0.1899 -0.626 0.018 -0.723
P 2.6565 -0.3623 0.8641 1.890 -0.183 0.649
C 2.3684 0.6006 2.3919 -0.603 -0.462 -0.223
P 0.7764 0.0487 3.1118 1.081 0.567 1.937
O -0.2275 -0.2077 2.0656 -0.882 -0.236 -0.538
C 0.9523 -1.4378 4.1362 -0.123 0.436 -0.206
C 1.9578 -1.6901 5.0610 -0.066 0.034 0.006
C 1.8899 -2.8303 5.8460 0.114 0.080 0.046
C 0.8253 -3.7095 5.7154 0.005 -0.030 -0.011
C -0.1744 -3.4612 4.7895 0.033 -0.055 0.067
C -0.1101 -2.3270 4.0022 -0.083 0.026 -0.100
C 0.3208 1.4664 4.1489 0.004 -0.363 -0.218
C -0.8131 2.1785 3.7786 -0.027 -0.103 -0.097
C -1.1882 3.3013 4.4968 -0.008 0.096 0.076
C -0.4282 3.7150 5.5802 -0.009 -0.032 -0.034
C 0.7158 3.0151 5.9382 0.094 -0.006 0.049
C 1.0939 1.8915 5.2240 -0.034 -0.057 -0.032
C 2.6947 -2.0948 1.3656 0.177 0.352 -0.240
C 1.7807 -2.9691 0.7931 -0.023 0.104 -0.092
C 1.8126 -4.3117 1.1302 -0.023 -0.065 0.019
C 2.7597 -4.7747 2.0303 -0.056 -0.007 0.004
C 3.6770 -3.9028 2.6009 0.053 0.033 0.061
C 3.6467 -2.5605 2.2696 -0.014 0.009 -0.073
C 4.3361 0.1500 0.3880 -0.461 -0.266 0.190
C 4.6164 1.5136 0.3650 -0.092 0.049 0.042
C 5.8757 1.9586 0.0068 -0.044 0.061 -0.021
C 6.8560 1.0401 -0.3388 -0.016 -0.003 0.040
C 6.5784 -0.3172 -0.3243 0.081 -0.002 -0.060
C 5.3192 -0.7656 0.0372 -0.074 -0.067 0.007
H 2.2051 1.6451 2.1017 0.061 -0.090 0.065
H 3.2121 0.5453 3.0791 -0.006 -0.073 0.035
H 2.7869 -1.0044 5.1728 0.098 0.018 0.036
H 2.6668 -3.0325 6.5685 0.063 -0.001 0.044
H 0.7748 -4.5900 6.3386 0.021 -0.063 0.050
H -1.0052 -4.1440 4.6852 -0.031 -0.040 -0.002
H -0.8844 -2.1120 3.2787 -0.012 -0.044 -0.021
H -1.3825 1.8433 2.9217 -0.067 0.029 0.001
H -2.0699 3.8576 4.2121 -0.047 0.008 -0.011
H -0.7237 4.5844 6.1490 -0.013 0.065 0.014
H 1.3172 3.3486 6.7719 0.000 0.005 0.052
H 1.9854 1.3456 5.5034 0.059 -0.013 0.085
H 1.0656 -2.5875 0.0764 -0.060 -0.029 -0.003
H 1.1074 -4.9982 0.6831 -0.022 -0.019 -0.007
H 2.7894 -5.8234 2.2855 0.001 -0.087 0.023
H 4.4196 -4.2741 3.2940 0.003 0.002 0.019
H 4.3758 -1.8769 2.6868 0.041 -0.005 0.082
H 3.8435 2.2270 0.6284 0.063 0.049 -0.025
H 6.0922 3.0179 -0.0011 0.014 0.018 -0.019
H 7.8385 1.3879 -0.6150 0.129 0.019 -0.040
H 7.3442 -1.0282 -0.5953 0.058 -0.053 -0.025
H 5.0999 -1.8248 0.0514 0.036 -0.038 -0.020
N 0.5378 2.0089 -2.1605 0.081 -0.403 -0.353
C 0.2398 2.7206 -1.0852 0.117 0.603 -0.206
O -0.0581 2.2273 -0.0046 -0.086 -0.033 0.573
C 0.2739 4.2339 -1.1596 0.027 0.223 -0.172
I 0.7678 5.1144 -3.0561 -0.075 -0.043 0.282
H 0.5566 1.0036 -2.0701 0.077 0.032 -0.043
H 0.8134 2.4366 -3.0322 -0.077 -0.026 0.160
H 1.0070 4.5961 -0.4409 -0.026 -0.047 -0.076
H -0.7004 4.6216 -0.8672 0.061 -0.067 -0.071
C -5.1172 -1.2684 -0.2012 -0.241 -0.345 -0.156
N -4.3073 -0.0742 -0.0823 -0.772 0.028 0.346
C -4.9867 1.1933 0.0894 -0.224 0.410 -0.060
C -3.0315 -0.0819 -0.3081 0.770 -0.045 -0.214
N -1.8925 -0.0487 -0.4962 0.439 -0.087 -0.044
H -5.9218 -1.2107 0.5354 0.104 -0.077 -0.051
H -4.5163 -2.1535 -0.0040 0.009 0.037 0.016
H -5.5634 -1.3618 -1.1971 0.039 0.041 0.073
H -5.8038 1.0522 0.7990 0.079 0.085 -0.014
H -5.4005 1.5656 -0.8538 0.015 -0.054 0.062
H -4.2908 1.9335 0.4821 -0.054 -0.040 0.005
```
Positions in Å, forces in eV/Å.

Summary:
LUMO level in Eh: -0.06815
Energy in Eh: -2540.3366
HOMO in eV: -11.685
Net charge: +1

(3)
Below is the molecule C2H3N2P at a distorted geometry, with properties calculated with the ωB97M-V functional and the def2-TZVPD basis.

```
8
Properties=species:S:1:pos:R:3:forces:R:3
C -0.7650 0.7414 0.3751 0.917 -0.808 -0.055
C -1.2926 1.8620 0.7118 -0.276 0.563 -0.404
N -0.3854 -0.5606 0.7567 1.263 0.333 -0.368
N 0.6581 -0.7920 -0.2393 -0.678 -1.170 0.487
P 0.9141 0.8763 -0.6931 -0.185 0.297 1.885
H -0.9068 -1.4099 0.8100 -1.547 0.249 -0.185
H 1.2855 -1.3987 0.2549 1.310 0.419 -0.236
H 0.4921 0.6815 -1.9761 -0.804 0.116 -1.124
```
Positions in Å, forces in eV/Å.

Summary:
LUMO level in Eh: -0.03579
Energy in Eh: -528.6294
Relative energy (zero: lowest compared OMol25 entry of this formula, charge and spin) in kJ/mol: 557.4
HOMO in eV: -8.234

- The lowest energy belongs to which entry?
  C30H32ILiN3O3P2

- The highest energy belongs to which entry?
  C2H3N2P